No. 1
ORCA calculation (the ωB97M-V functional and the def2-TZVPD basis) on a molecular structure, C25H42Cl2N2O11P2W in a non-equilibrium geometry.

XYZ file:
```
85
Properties=species:S:1:pos:R:3:forces:R:3
W -1.218 0.093 1.481 0.5 -1.6 0.7
O -0.840 -2.503 1.512 0.1 0.1 -0.1
C -0.469 -2.901 2.840 0.0 0.0 0.0
C -1.401 -2.252 3.835 0.0 0.0 0.0
N -1.348 -0.763 3.724 -0.1 0.2 0.0
C -0.248 -0.199 4.536 0.0 0.0 0.0
C 0.530 0.776 3.679 -0.1 0.0 0.0
O 1.667 1.087 3.839 0.0 0.1 0.1
O -0.259 1.269 2.699 0.2 0.0 0.0
C -2.677 -0.197 4.052 0.0 0.0 0.0
C -3.610 -0.581 2.904 0.0 0.0 0.0
O -4.792 -0.634 2.955 0.0 -0.1 0.0
O -2.884 -0.883 1.789 -0.2 0.2 0.0
H -1.664 -2.946 1.268 -0.1 0.0 0.1
H 0.560 -2.571 2.973 0.0 0.0 0.0
H -0.500 -3.986 2.942 0.0 0.0 0.0
H -1.157 -2.546 4.858 0.0 0.0 0.0
H -2.423 -2.577 3.644 0.0 0.0 0.0
H 0.425 -0.982 4.876 0.0 0.0 0.0
H -0.630 0.321 5.416 0.0 0.0 0.0
H -2.598 0.891 4.097 0.0 0.0 0.0
H -3.071 -0.565 5.001 0.0 0.0 0.0
C 4.299 -3.250 0.226 0.0 0.0 0.0
C 4.476 -1.877 0.829 0.0 0.0 0.0
C 5.178 -0.892 -0.073 0.0 0.0 0.0
O 3.140 -1.371 1.255 0.0 0.0 0.0
P 2.030 -0.603 0.517 0.0 -0.1 -0.1
O 0.839 -0.562 1.446 0.1 0.3 0.0
C 1.518 -1.481 -0.973 0.0 0.0 0.0
P -0.048 -0.849 -1.575 0.0 0.0 0.0
O -0.948 -0.491 -0.399 -0.3 0.1 -0.2
O 0.142 0.454 -2.384 0.0 0.0 0.0
C 0.806 0.494 -3.723 0.0 0.0 0.0
C -0.235 0.956 -4.712 0.0 0.0 0.0
C 1.994 1.415 -3.599 0.0 0.0 0.0
O -0.623 -2.001 -2.418 0.0 -0.1 0.0
C -2.027 -2.077 -2.946 0.0 0.0 0.0
C -1.926 -2.756 -4.286 0.0 0.0 0.0
C -2.858 -2.824 -1.933 0.0 0.0 0.0
O 2.480 0.771 -0.029 -0.1 0.0 0.0
C 2.418 2.090 0.692 0.0 0.0 0.0
C 1.341 2.900 0.016 0.0 0.0 0.0
C 3.790 2.706 0.596 0.0 0.0 0.0
H 5.278 -3.719 0.120 0.0 0.0 0.0
H 3.852 -3.201 -0.769 0.0 0.0 0.0
H 3.691 -3.886 0.868 0.0 0.0 0.0
H 4.992 -1.948 1.784 0.0 0.0 0.0
H 4.662 -0.774 -1.029 0.0 0.0 0.0
H 6.177 -1.273 -0.285 0.0 0.0 0.0
H 5.282 0.084 0.396 0.0 0.0 0.0
H 1.364 -2.531 -0.712 0.0 0.0 0.0
H 2.275 -1.414 -1.758 0.0 0.0 0.0
H 1.126 -0.526 -3.954 0.0 0.0 0.0
H -0.601 1.945 -4.440 0.0 0.0 0.0
H -1.077 0.266 -4.759 0.0 0.0 0.0
H 0.211 1.014 -5.705 0.0 0.0 0.0
H 1.666 2.443 -3.446 0.0 0.0 0.0
H 2.578 1.376 -4.519 0.0 0.0 0.0
H 2.638 1.125 -2.768 0.0 0.0 0.0
H -2.370 -1.046 -3.050 0.0 0.0 0.0
H -1.519 -3.761 -4.176 0.0 0.0 0.0
H -1.298 -2.192 -4.975 0.0 0.0 0.0
H -2.922 -2.836 -4.722 0.0 0.0 0.0
H -2.482 -3.840 -1.807 0.0 0.0 0.0
H -3.886 -2.886 -2.292 0.0 0.0 0.0
H -2.873 -2.311 -0.970 0.0 0.0 0.0
H 2.162 1.869 1.727 0.0 0.0 0.0
H 1.638 3.171 -0.997 0.0 0.0 0.0
H 1.170 3.812 0.588 0.0 0.0 0.0
H 0.392 2.362 -0.036 0.0 0.0 0.0
H 4.109 2.778 -0.444 0.0 0.0 0.0
H 4.527 2.139 1.163 0.0 0.0 0.0
H 3.755 3.713 1.011 0.0 0.0 0.0
Cl -4.126 0.645 -1.088 0.1 0.0 0.0
C -3.761 2.259 -0.593 -0.1 0.1 0.0
C -4.423 3.319 -1.184 0.0 0.0 0.0
C -4.167 4.613 -0.754 0.0 0.0 0.0
C -3.263 4.863 0.266 0.0 0.0 0.0
C -2.598 3.802 0.853 0.0 0.1 -0.1
Cl -1.493 4.071 2.147 0.0 0.1 0.0
C -2.825 2.492 0.420 0.1 -0.1 0.2
N -2.121 1.447 0.998 -0.3 0.8 -0.6
H -5.150 3.126 -1.960 0.0 0.0 0.0
H -4.695 5.438 -1.213 0.0 0.0 0.0
H -3.078 5.868 0.616 0.0 0.0 0.0
```
Forces are in eV/Å.

## Properties
Total charge: +2
Relative energy (zero: lowest compared OMol25 entry of this formula, charge and spin) in eV: 0.661
Multiplicity: 1

---

No. 2
ORCA calculation (the ωB97M-V functional and the def2-TZVPD basis) on C25H42F7O8PS2 in the gas phase in a non-equilibrium geometry.

XYZ file:
```
85
Properties=species:S:1:pos:R:3:forces:R:3
C -1.590 -6.259 3.517 1.4 -0.4 0.6
C -2.146 -5.492 4.855 0.5 0.8 -0.2
C -3.657 -4.871 4.725 -0.3 -0.8 0.8
C -4.459 -5.267 3.352 -1.2 1.5 0.0
C -4.083 -4.271 2.062 0.2 -1.4 0.3
C -4.497 -2.703 2.311 -1.0 0.3 -1.1
C -3.680 -1.638 1.312 0.1 -1.6 0.6
C -2.051 -1.823 1.641 -1.2 -0.5 0.7
C -1.258 -0.424 1.879 -1.0 0.0 0.8
C -0.648 0.332 0.579 0.3 1.1 0.6
C 0.377 -0.539 -0.374 0.6 1.7 1.9
P 1.508 -1.494 0.905 -1.3 -4.4 1.4
O 0.955 -2.930 1.261 1.2 4.1 -1.1
O -0.211 -1.636 -1.119 -0.4 2.7 -1.0
S -1.349 -1.262 -2.297 -5.7 1.4 1.7
O -2.692 -0.710 -1.666 5.6 -1.8 -2.1
O -0.856 0.079 -3.295 2.2 -1.7 1.6
C 0.475 -0.335 -3.757 0.7 0.1 -1.0
C 1.710 0.105 -2.723 -1.0 2.4 -1.8
S 3.066 -1.182 -2.746 1.5 -4.6 8.8
O 4.196 -0.934 -1.668 -3.8 0.6 -4.6
O 2.428 -2.555 -2.301 1.5 4.7 -3.3
C 3.993 -1.264 -4.367 3.8 1.7 -1.3
F 4.343 0.162 -4.723 -1.4 -4.5 0.8
F 5.319 -1.917 -4.079 -4.9 2.0 -1.1
C 3.261 -2.023 -5.604 1.1 0.7 -3.8
F 2.166 -1.221 -6.269 3.5 -2.6 2.8
F 4.313 -2.146 -6.686 -3.3 0.5 3.6
C 2.762 -3.558 -5.322 -0.8 -3.8 -1.1
F 1.325 -3.651 -4.948 5.3 0.5 -1.0
F 3.652 -4.322 -4.386 -3.5 3.2 -3.3
F 2.882 -4.283 -6.642 -0.6 2.5 4.6
C 1.191 0.586 -1.246 -0.5 0.4 -0.3
C 2.369 1.415 -0.497 0.8 1.8 -0.9
C 1.892 2.970 -0.107 0.5 -0.2 0.4
C 3.178 4.017 -0.064 -0.3 0.2 0.6
C 3.011 5.135 1.158 0.2 0.3 -0.9
C 1.541 5.863 1.188 -0.3 0.6 0.8
C 1.338 7.009 0.002 1.6 -0.3 1.4
O -0.009 6.931 -0.599 -0.8 3.3 1.3
C -0.870 8.045 -0.120 -2.3 1.3 5.6
C -1.424 9.196 -1.181 -0.2 -0.9 -0.3
O -1.277 8.189 1.162 3.2 -1.5 -8.1
H -0.616 -6.859 3.859 -2.1 1.3 -0.8
H -1.196 -5.496 2.694 -1.1 -1.6 1.7
H -2.313 -7.059 3.063 1.3 1.7 0.9
H -1.412 -4.573 5.040 -1.4 -2.0 -0.4
H -2.071 -6.160 5.820 -0.2 1.1 -2.1
H -3.581 -3.716 4.925 -0.4 -2.2 -0.7
H -4.299 -5.311 5.630 1.4 1.0 -1.9
H -4.391 -6.402 3.060 0.1 2.3 0.7
H -5.616 -5.059 3.559 2.4 -0.5 -0.3
H -4.655 -4.753 1.133 1.2 1.4 1.9
H -2.941 -4.457 1.859 -2.2 0.8 0.3
H -4.459 -2.382 3.440 0.2 -0.7 -2.2
H -5.636 -2.604 1.980 2.2 -0.3 0.9
H -3.948 -2.014 0.211 0.7 1.3 2.4
H -4.057 -0.542 1.523 0.8 -2.2 -0.6
H -2.032 -2.401 2.686 0.2 1.3 -2.2
H -1.594 -2.564 0.865 -0.5 1.7 1.5
H -2.059 0.328 2.351 1.8 -1.5 -1.1
H -0.485 -0.601 2.772 -1.4 0.5 -2.3
H -1.492 0.909 -0.037 1.8 -1.7 1.1
H 0.029 1.220 1.008 -1.3 -1.9 -0.9
H 2.860 -1.656 0.445 -0.7 0.7 -0.1
H 1.598 -0.704 2.141 0.0 -0.1 -1.4
H 0.463 -1.501 -3.858 0.3 2.1 -0.1
H 0.655 0.228 -4.794 -0.5 -1.5 2.3
H 2.176 1.079 -3.233 -0.7 -2.2 1.3
H 0.366 1.427 -1.469 1.8 -2.0 0.0
H 2.861 0.953 0.442 -1.0 0.5 -1.6
H 3.243 1.573 -1.295 -1.8 -0.6 1.8
H 1.423 2.903 0.963 0.8 0.4 -2.0
H 1.086 3.390 -0.848 1.5 -1.0 1.4
H 4.157 3.411 0.163 -1.8 1.2 -0.6
H 3.298 4.607 -1.091 -0.3 -1.5 2.1
H 3.812 5.994 0.949 -1.6 -1.9 0.6
H 3.288 4.636 2.188 -0.8 1.0 -2.1
H 0.625 5.136 1.115 1.9 1.2 0.1
H 1.451 6.393 2.253 0.1 -1.1 -2.4
H 2.188 6.814 -0.799 -2.2 0.5 1.2
H 1.500 8.079 0.473 -0.3 -2.2 -1.0
H -2.513 9.589 -0.896 2.5 -1.2 -0.3
H -0.732 10.149 -1.186 -1.1 -2.2 0.0
H -1.476 8.670 -2.229 0.2 1.3 1.9
```
Forces are in eV/Å.

## Properties
Total charge: 0
Relative energy (zero: lowest compared OMol25 entry of this formula, charge and spin) in eV: 17.639
Multiplicity: 1

---

No. 3
ORCA calculation (the ωB97M-V functional and the def2-TZVPD basis) on C25H42O5 in the gas phase.

XYZ file:
```
72
Properties=species:S:1:pos:R:3:forces:R:3
C -6.197 -2.521 0.708 0.1 -0.4 0.1
O -5.980 -1.429 -0.173 -0.2 0.4 0.0
C -4.980 -1.571 -1.052 0.1 0.1 -0.5
O -4.321 -2.573 -1.151 0.1 -0.1 0.1
C -4.801 -0.330 -1.894 0.0 0.1 0.1
C -4.586 0.912 -1.021 0.0 -0.2 0.0
C -3.496 0.755 0.066 -0.1 0.4 0.1
C -4.020 1.371 1.364 0.1 -0.3 0.0
C -2.169 1.376 -0.407 0.0 -0.4 0.1
C -1.708 0.748 -1.734 0.1 0.1 0.0
C -0.193 0.965 -1.827 0.0 0.1 0.0
C 0.210 1.634 -0.507 0.1 0.0 0.1
C 1.636 1.321 -0.032 -0.1 0.1 -0.5
C 2.652 1.715 -1.117 0.2 -0.3 0.5
O 2.552 3.087 -1.441 0.0 0.4 -0.1
C 4.073 1.358 -0.677 -0.2 -0.1 -0.2
C 4.208 -0.116 -0.298 0.0 0.1 -0.1
C 4.074 -1.004 -1.540 0.3 -0.3 0.3
C 4.256 -2.482 -1.204 -0.7 -0.1 -0.5
O 5.590 -2.673 -0.773 0.3 0.0 0.2
C 3.243 -2.893 -0.133 0.4 0.1 0.1
C 3.394 -2.010 1.100 -0.2 0.0 -0.1
C 3.224 -0.502 0.829 0.2 -0.1 0.1
C 3.627 0.212 2.129 -0.1 0.0 -0.2
C 1.779 -0.141 0.409 0.1 0.2 0.3
C 0.748 -0.390 1.510 -0.2 -0.2 -0.4
C -0.689 -0.161 1.028 0.5 0.2 -0.1
O -1.587 -0.524 2.058 -0.3 0.0 0.3
C -0.909 1.276 0.500 -0.1 0.1 0.0
C -0.911 2.305 1.635 0.0 -0.3 -0.1
H -7.079 -2.272 1.292 0.0 0.0 0.0
H -6.357 -3.441 0.142 0.0 0.1 0.1
H -5.331 -2.656 1.359 -0.1 0.0 0.0
H -5.707 -0.192 -2.490 0.0 0.0 -0.1
H -3.967 -0.504 -2.571 -0.1 -0.1 0.0
H -5.536 1.127 -0.530 0.0 0.1 0.0
H -4.356 1.762 -1.664 0.0 0.1 0.0
H -3.330 -0.310 0.251 0.1 -0.1 0.0
H -4.037 2.457 1.301 0.0 0.2 0.0
H -5.032 1.020 1.556 -0.1 0.0 0.0
H -3.411 1.066 2.207 0.0 0.1 0.1
H -2.346 2.446 -0.571 0.0 0.1 0.0
H -2.223 1.194 -2.582 -0.1 -0.1 -0.1
H -1.932 -0.318 -1.727 -0.1 -0.1 -0.1
H 0.070 1.604 -2.669 0.1 -0.1 -0.1
H 0.318 0.013 -1.964 0.1 -0.1 -0.1
H 0.164 2.717 -0.665 -0.1 0.0 0.0
H 1.836 1.963 0.835 0.1 0.0 0.0
H 2.416 1.205 -2.053 0.0 -0.1 0.1
H 2.799 3.602 -0.665 0.0 0.0 0.0
H 4.763 1.595 -1.490 0.0 0.1 0.0
H 4.346 1.985 0.176 0.0 0.1 0.0
H 5.222 -0.279 0.082 0.0 0.0 0.1
H 3.102 -0.878 -2.015 -0.1 0.0 -0.1
H 4.843 -0.715 -2.257 0.0 0.0 -0.1
H 4.083 -3.080 -2.116 0.0 0.1 0.2
H 5.693 -3.587 -0.489 0.0 0.0 0.0
H 2.238 -2.821 -0.548 -0.1 -0.1 -0.1
H 3.407 -3.937 0.149 -0.1 0.0 -0.1
H 2.693 -2.337 1.869 0.0 0.0 0.1
H 4.403 -2.156 1.494 0.0 0.0 0.1
H 3.394 1.272 2.108 0.0 0.2 0.1
H 3.116 -0.232 2.980 -0.1 0.0 0.1
H 4.698 0.107 2.293 0.1 0.0 0.0
H 1.516 -0.778 -0.437 0.0 -0.1 -0.1
H 0.943 0.267 2.361 0.0 0.0 0.1
H 0.805 -1.421 1.864 0.0 0.0 0.1
H -0.905 -0.866 0.221 0.1 0.0 0.0
H -1.321 -0.060 2.860 0.0 0.0 0.0
H 0.066 2.354 2.112 0.1 0.1 0.1
H -1.649 2.078 2.397 -0.1 0.0 0.1
H -1.138 3.291 1.236 0.0 0.1 0.0
```
Forces are in eV/Å.

## Properties
Total charge: 0
SMILES: COC(=O)CC[C@H](C)[C@@H]1CC[C@@H]2[C@@H]3[C@@H](O)C[C@@H]4C[C@@H](O)CC[C@]4(C)[C@H]3C[C@@H](O)[C@@]21C
Multiplicity: 1

---

No. 4
ORCA calculation (the ωB97M-V functional and the def2-TZVPD basis) on a molecular structure, C25H43AsGaIN7S2 in a non-equilibrium geometry.

XYZ file:
```
80
Properties=species:S:1:pos:R:3:forces:R:3
Ga -1.083 -0.880 1.210 0.5 -0.9 0.0
C 1.969 -4.192 -0.455 0.0 -0.1 0.1
C 1.245 -3.074 0.223 -0.1 -0.2 -0.2
N -0.023 -2.978 0.357 0.0 0.4 0.2
N -0.830 -3.965 -0.095 -0.1 -0.5 -0.2
C -2.166 -3.846 0.012 0.1 0.1 0.0
N -2.926 -4.831 -0.427 -0.1 -0.1 0.0
S -2.883 -2.456 0.672 0.1 0.7 0.0
C 1.996 -1.963 0.839 0.3 0.3 0.2
C 3.382 -1.964 0.942 -0.1 -0.1 -0.1
C 4.016 -0.916 1.596 0.0 0.1 0.0
C 3.249 0.110 2.127 0.0 -0.1 0.0
C 1.872 0.038 1.978 0.0 0.1 0.1
N 1.264 -0.965 1.347 -0.3 0.0 0.1
H 1.349 -4.719 -1.177 0.0 0.0 0.0
H 2.332 -4.922 0.274 0.0 0.0 0.0
H 2.835 -3.816 -0.996 0.0 0.0 0.0
H -0.433 -4.808 -0.489 0.1 0.0 0.0
H -2.570 -5.693 -0.815 0.1 0.0 0.0
H -3.930 -4.741 -0.376 0.0 0.0 0.0
H 3.972 -2.769 0.528 0.0 0.0 0.0
H 5.094 -0.905 1.691 0.0 0.0 0.0
H 3.704 0.945 2.641 0.0 0.0 0.0
H 1.227 0.827 2.352 0.0 0.0 0.0
I -2.483 1.384 3.278 -0.2 0.2 -0.2
C -3.865 1.274 1.698 0.1 0.0 0.1
C -4.986 2.079 1.646 0.0 0.1 0.1
C -5.792 1.967 0.522 0.1 -0.1 0.0
C -5.433 1.077 -0.481 0.0 0.0 0.0
C -4.307 0.295 -0.302 0.0 0.0 -0.1
N -3.534 0.383 0.785 0.3 -0.1 0.0
H -5.222 2.767 2.444 0.0 0.0 0.0
H -6.687 2.569 0.433 0.0 0.0 0.0
H -6.018 0.989 -1.385 0.0 0.0 0.0
H -3.996 -0.430 -1.046 -0.1 0.0 0.0
C -0.556 4.294 -4.911 0.1 0.0 0.1
C -0.452 4.386 -3.390 -0.2 0.0 -0.1
C -1.463 3.519 -2.641 0.2 -0.1 0.0
C -1.345 2.020 -2.919 -0.4 0.4 0.0
N -0.013 1.496 -2.607 0.1 -0.1 0.0
C 0.417 1.058 -1.444 0.2 -0.5 0.0
S -0.667 1.123 -0.067 -0.8 0.0 0.5
N 1.654 0.598 -1.304 0.1 0.0 -0.2
C 2.649 0.538 -2.382 0.0 0.3 -0.2
C 3.240 1.894 -2.796 0.2 -0.1 0.2
C 4.307 2.433 -1.838 -0.2 0.1 0.1
C 3.753 2.949 -0.510 0.1 0.0 -0.1
H 0.094 5.035 -5.373 0.0 0.0 -0.1
H -1.574 4.497 -5.246 0.0 0.0 0.0
H -0.259 3.314 -5.293 0.0 0.0 0.0
H -0.632 5.420 -3.093 0.1 0.0 0.1
H 0.566 4.138 -3.071 0.0 0.1 0.1
H -2.475 3.818 -2.926 0.0 0.0 0.1
H -1.354 3.687 -1.565 -0.1 0.0 0.0
H -1.529 1.822 -3.974 0.0 -0.1 0.0
H -2.075 1.479 -2.321 0.0 -0.1 -0.1
H 0.674 1.596 -3.344 0.0 0.0 0.0
H 1.990 0.506 -0.363 -0.1 0.0 0.1
H 2.179 0.048 -3.239 0.0 -0.1 0.0
H 3.453 -0.111 -2.034 0.0 -0.1 0.0
H 2.453 2.648 -2.898 0.0 0.0 -0.1
H 3.690 1.756 -3.781 -0.1 0.0 0.0
H 4.819 3.256 -2.338 0.0 0.0 0.0
H 5.057 1.658 -1.656 0.1 0.0 -0.1
H 2.966 3.686 -0.680 0.0 0.0 0.1
H 4.542 3.432 0.064 0.0 0.0 0.0
H 3.344 2.144 0.108 0.0 0.0 0.0
C -1.205 -1.060 5.280 0.0 0.0 0.0
As -0.740 -2.034 3.666 -0.1 0.2 -0.2
C 1.089 -2.550 4.103 -0.1 0.1 -0.1
C -1.710 -3.703 3.903 -0.1 0.1 -0.1
H -0.786 -1.619 6.117 0.0 0.0 0.0
H -2.284 -0.987 5.404 0.0 0.0 -0.1
H -0.776 -0.059 5.276 0.1 -0.1 0.0
H 1.051 -3.125 5.029 0.0 0.0 0.0
H 1.690 -1.658 4.274 0.0 0.0 0.0
H 1.548 -3.158 3.327 -0.1 0.0 0.0
H -1.539 -4.034 4.927 0.0 0.0 0.0
H -1.354 -4.472 3.218 0.0 0.1 0.0
H -2.778 -3.554 3.758 0.0 0.1 0.0
```
Forces are in eV/Å.

## Properties
Total charge: +3
Relative energy (zero: lowest compared OMol25 entry of this formula, charge and spin) in eV: 0.679
Multiplicity: 1

---

| no. | orbital gap (eV) |
| --- | --- |
| 1 | 7.950 |
| 2 | 8.327 |
| 3 | 10.155 |
| 4 | 7.540 |